Entry 1:
{"formula": "C6H20B2Be2Cl12", "method": "ωB97M-V/def2-TZVPD", "spin_multiplicity": 1, "orbital_gap_ev": 4.62, "e_lumo_ev": -10.56, "energy_ev": -158941.952, "relative_energy_kcal_mol": 0.0, "total_charge": 2, "mol_weight_g_mol": 557.3, "elements": ["Be", "Be", "B", "H", "H", "H", "H", "B", "H", "H", "H", "H", "C", "Cl", "Cl", "H", "H", "C", "Cl", "Cl", "H", "H", "C", "Cl", "Cl", "H", "H", "C", "Cl", "Cl", "H", "H", "C", "Cl", "Cl", "H", "H", "C", "Cl", "Cl", "H", "H"], "xyz": [[0.93321, -1.31716, -1.81171], [2.43302, 1.81114, 0.18513], [2.92099, 0.31624, -1.83377], [3.04244, -0.20567, -2.77031], [3.64363, 1.11590, -1.78294], [1.95132, 0.77856, -1.73258], [3.07537, -0.36516, -1.01151], [0.37680, 0.25309, 0.18774], [0.24013, 0.98241, -0.59561], [-0.32365, -0.55382, 0.03769], [1.34743, -0.21747, 0.16164], [0.25062, 0.70521, 1.15928], [-0.58734, 5.27926, 0.10194], [-0.88152, 5.62303, -1.58777], [0.05925, 3.63050, 0.35841], [0.07702, 6.06783, 0.45534], [-1.47950, 5.33447, 0.72572], [0.35567, 1.32242, 4.30389], [1.35058, 2.29688, 3.15778], [1.38748, 0.19845, 5.23557], [-0.23080, 1.94519, 4.97940], [-0.32079, 0.65605, 3.76869], [2.47558, -4.52320, 1.21472], [0.84729, -5.18242, 1.69514], [2.26314, -2.77649, 0.70999], [3.19117, -4.61898, 2.03134], [2.83782, -5.12353, 0.38016], [-1.88708, -4.60663, -1.34289], [-1.22597, -3.04764, -0.75602], [-0.69312, -5.49197, -2.25686], [-2.23041, -5.24070, -0.52548], [-2.73536, -4.39676, -1.99441], [-1.73284, 2.25231, -3.68669], [-1.16592, 2.75130, -5.25419], [-0.85627, 0.86627, -3.03008], [-1.56721, 3.10755, -3.03154], [-2.79466, 2.04803, -3.82420], [-2.69287, -0.47132, 1.66559], [-4.10265, -0.04094, 2.69577], [-3.01029, 0.36907, 0.13827], [-1.79297, 0.00030, 2.06037], [-2.74873, -1.53159, 1.41898]], "forces_ev_per_angstrom": [[0.397, 1.918, 2.392], [-2.465, -2.326, -1.508], [-1.554, -0.963, 1.513], [0.771, -1.561, -3.932], [3.334, 3.352, -0.083], [-4.138, 1.820, 0.021], [0.746, -2.717, 3.223], [1.312, 1.372, -0.582], [-0.415, 2.782, -2.772], [-3.031, -3.315, -0.664], [4.409, -1.698, 0.166], [-0.961, 1.042, 3.675], [0.137, 1.137, 0.043], [-0.203, -0.193, 0.067], [0.442, -0.502, 0.016], [0.352, -0.532, 0.089], [-0.149, -0.306, -0.389], [0.172, -1.628, 0.313], [-0.016, 0.263, 0.136], [-0.298, 0.626, -0.213], [0.519, 0.388, -0.222], [0.148, 0.448, -0.362], [-1.177, -0.579, -0.202], [1.267, 0.425, -0.214], [0.284, -0.579, -0.048], [-0.359, 0.529, 0.091], [-0.209, 0.410, -0.098], [-0.408, -0.668, -0.855], [0.426, 0.636, 0.058], [0.209, -0.058, -0.082], [0.327, 0.517, 0.350], [0.212, 0.254, 0.108], [-0.675, 1.353, -0.648], [0.369, -0.046, -0.439], [0.214, -0.747, 0.303], [-0.067, -0.431, 0.242], [0.239, -0.428, 0.491], [-1.550, 0.947, -0.175], [0.678, -0.461, 0.280], [0.288, 0.131, -0.800], [-0.115, -0.795, 0.132], [0.542, 0.181, 0.579]]}


Entry 2:
{"formula": "C66H44O38", "method": "ωB97M-V/def2-TZVPD", "spin_multiplicity": 1, "orbital_gap_ev": 7.32, "e_lumo_ev": -2.30, "energy_ev": -146950.908, "mol_weight_g_mol": 1445.0, "elements": ["C", "C", "C", "O", "C", "C", "C", "O", "O", "O", "H", "H", "H", "H", "C", "C", "C", "O", "C", "C", "C", "O", "O", "O", "H", "H", "H", "H", "C", "C", "C", "O", "C", "C", "C", "O", "O", "O", "H", "H", "H", "H", "C", "C", "C", "O", "C", "C", "C", "O", "O", "O", "H", "H", "H", "H", "C", "C", "C", "O", "C", "C", "C", "O", "O", "O", "H", "H", "H", "H", "C", "C", "C", "O", "C", "C", "C", "O", "O", "O", "H", "H", "H", "H", "C", "C", "C", "O", "C", "C", "C", "O", "O", "O", "H", "H", "H", "H", "C", "C", "C", "O", "C", "C", "C", "O", "O", "O", "H", "H", "H", "H", "C", "C", "C", "O", "C", "C", "C", "O", "H", "H", "H", "H", "C", "C", "C", "O", "C", "C", "C", "O", "H", "H", "H", "H", "C", "C", "C", "O", "C", "C", "C", "O", "H", "H", "H", "H"], "xyz": [[16.03110, 12.45559, 11.74261], [16.14346, 11.11101, 11.53353], [17.23357, 10.60294, 10.64060], [17.32275, 9.40422, 10.39374], [18.10183, 11.55641, 9.96719], [18.01292, 12.88273, 10.22517], [16.94211, 13.38736, 11.17783], [16.92641, 14.57949, 11.40610], [18.71208, 13.79589, 9.60040], [15.30295, 10.13861, 12.00553], [15.22415, 12.90165, 12.31214], [18.82653, 11.15529, 9.21852], [18.51453, 14.62213, 10.03450], [15.68841, 9.35564, 11.56100], [13.03112, 23.09308, 19.35936], [13.75326, 22.99319, 20.50564], [14.61773, 21.77172, 20.71283], [15.08042, 21.42162, 21.77944], [14.84856, 20.89285, 19.64071], [14.09937, 20.96839, 18.48066], [13.19966, 22.12487, 18.25886], [12.67428, 22.19282, 17.16454], [14.18952, 20.05492, 17.43922], [13.67106, 23.84332, 21.56956], [12.32258, 23.92742, 19.31717], [15.42452, 20.05800, 20.00505], [13.47284, 20.19668, 16.75242], [14.31302, 23.42718, 22.22990], [22.20569, 21.59657, 9.26506], [21.80957, 22.89429, 9.09187], [20.64143, 23.46484, 9.85499], [20.47816, 24.64968, 9.75590], [19.85619, 22.53860, 10.69024], [20.28570, 21.29847, 10.96312], [21.47126, 20.73717, 10.18146], [21.84747, 19.57585, 10.42230], [19.68154, 20.50395, 11.79694], [22.55734, 23.79691, 8.42255], [23.17501, 21.28004, 8.92489], [18.94447, 22.93484, 11.14066], [20.28625, 19.74289, 11.86974], [23.12169, 23.32262, 7.80026], [21.73986, 16.63150, 16.68131], [22.86774, 15.95222, 16.38528], [22.84591, 14.54222, 15.93482], [23.88109, 13.91467, 15.77157], [21.49407, 13.99839, 15.59352], [20.41797, 14.76031, 15.69432], [20.44895, 16.14876, 16.28653], [19.43328, 16.74584, 16.37787], [19.19045, 14.31040, 15.34888], [24.12123, 16.50052, 16.38377], [21.75280, 17.66893, 16.94005], [21.54440, 13.00315, 15.21643], [18.66851, 15.13416, 15.40788], [24.72001, 15.72579, 16.22357], [18.63686, 19.61071, 19.08025], [18.98279, 19.61287, 20.39589], [18.91093, 20.81315, 21.33365], [19.17412, 20.55557, 22.49704], [18.49319, 22.07692, 20.71653], [17.96818, 22.03430, 19.48265], [18.02888, 20.81437, 18.49325], [17.57196, 20.83113, 17.37867], [17.53644, 23.20684, 18.85345], [19.34076, 18.48301, 20.99421], [18.56127, 18.75622, 18.47533], [18.54859, 22.97824, 21.31695], [17.01234, 22.94324, 18.06566], [19.58070, 18.78467, 21.90870], [15.65240, 22.09898, 14.77047], [15.80715, 23.15614, 15.55939], [15.94605, 24.50276, 14.88309], [15.83829, 25.49044, 15.58368], [16.31497, 24.57927, 13.43858], [16.10524, 23.50004, 12.68521], [15.73542, 22.16096, 13.31570], [15.36938, 21.19733, 12.69788], [16.11892, 23.42573, 11.35316], [15.59887, 23.26575, 16.88824], [15.29404, 21.19138, 15.15998], [16.60414, 25.54964, 13.02094], [16.10126, 22.52743, 10.95787], [15.57117, 24.26069, 16.90048], [12.05934, 20.25056, 11.29962], [11.06016, 21.11242, 11.52746], [10.67171, 21.52218, 12.90155], [9.71330, 22.26517, 13.08589], [11.50733, 21.07616, 14.04790], [12.38045, 20.10836, 13.81778], [12.80170, 19.70874, 12.43259], [13.74899, 18.96487, 12.38559], [13.06630, 19.56073, 14.82736], [10.27012, 21.58693, 10.51984], [12.33126, 19.99756, 10.29377], [11.12016, 21.49030, 14.94934], [13.77038, 18.97482, 14.50454], [9.66129, 22.14630, 11.05360], [22.02071, 15.74879, 11.98948], [23.33216, 15.81459, 11.73994], [23.85346, 16.22430, 10.36522], [25.03187, 16.40309, 10.25174], [22.89972, 16.51088, 9.32717], [21.56155, 16.41986, 9.55481], [21.04942, 15.99847, 10.95222], [19.88890, 15.72387, 11.14794], [20.58874, 16.62864, 8.59844], [24.34163, 15.58419, 12.66572], [21.73452, 15.37850, 12.96741], [23.18288, 16.85459, 8.34940], [19.73905, 16.50609, 9.04786], [25.12844, 15.85773, 12.14405], [18.37560, 18.74258, 8.51106], [18.13566, 20.05059, 8.57164], [17.07940, 20.54545, 9.48659], [16.84910, 21.75908, 9.60898], [16.21345, 19.57110, 10.20358], [16.46074, 18.27787, 10.08802], [17.50992, 17.78026, 9.19899], [17.66617, 16.57346, 9.02712], [19.22174, 18.32649, 7.98690], [18.66718, 20.86544, 8.10009], [15.43683, 20.04182, 10.80960], [15.86962, 17.53717, 10.62304], [9.92915, 15.73772, 11.74126], [10.17679, 14.56523, 11.15964], [11.51457, 13.91599, 11.25996], [11.60870, 12.82630, 10.77828], [12.55443, 14.72834, 11.84944], [12.33734, 15.98397, 12.30247], [11.01120, 16.61180, 12.23925], [10.78015, 17.72864, 12.61178], [8.95984, 16.21864, 11.68871], [9.35581, 13.93976, 10.81400], [13.57350, 14.34966, 11.72881], [13.13045, 16.63968, 12.69745], [17.85216, 17.20577, 13.05257], [16.58266, 17.02363, 13.46145], [15.94633, 17.68854, 14.57854], [14.78981, 17.46216, 14.85502], [16.71769, 18.77744, 15.18392], [18.03287, 18.99206, 14.90619], [18.62622, 18.23982, 13.78330], [19.78634, 18.40732, 13.43716], [18.44713, 16.70157, 12.29363], [16.04074, 16.20313, 12.98091], [16.13562, 19.24713, 15.98634], [18.50536, 19.76318, 15.43946]], "forces_ev_per_angstrom": [[-1.197, -1.742, 0.598], [-1.089, 0.477, 0.640], [0.836, -0.342, -1.285], [-0.622, 0.416, 0.741], [0.789, 0.244, -0.391], [-0.786, -1.433, -0.217], [1.284, 0.070, -0.508], [-0.187, 0.467, 0.053], [0.429, -0.745, -0.299], [1.551, 1.498, -0.886], [0.042, -0.302, 0.164], [-0.722, 0.359, 0.835], [-0.192, 1.307, 0.336], [-0.257, -0.422, 0.226], [0.180, 0.680, 1.025], [-0.429, -0.016, 0.243], [-0.174, 0.295, 0.168], [-0.131, 1.393, 1.318], [-1.423, -1.214, -3.150], [1.931, -1.894, -0.006], [-0.303, 0.509, -0.065], [-0.386, 0.332, 0.222], [-0.619, 1.351, 1.437], [1.243, -1.683, -0.284], [0.231, -0.416, -0.517], [0.265, -0.391, -0.746], [0.768, 0.228, 0.829], [-1.064, 0.735, -0.695], [-0.907, 1.468, 0.201], [1.445, -1.327, 0.395], [0.250, -0.571, -0.351], [-0.684, 0.603, 0.304], [-0.245, 0.674, 0.068], [0.616, 1.379, -1.880], [0.916, -1.466, 0.726], [-0.994, 1.544, -0.125], [0.056, -0.874, 0.378], [-0.921, -0.362, -0.011], [0.082, -0.399, -0.266], [0.340, -0.021, -0.022], [-0.296, -0.633, 0.400], [0.198, 0.055, 0.109], [1.017, 0.468, -0.417], [1.354, 1.378, 0.065], [-1.196, -1.173, -0.804], [-0.517, 0.660, 0.336], [2.286, 0.198, 0.321], [-1.129, -0.816, -0.151], [2.404, -2.287, -0.233], [-2.698, 1.572, 0.135], [0.703, 1.063, 0.122], [-1.162, -1.215, 0.378], [0.275, 0.448, 0.320], [-0.448, -0.571, -0.232], [-0.586, -0.286, 0.050], [-0.328, 0.595, 0.011], [-0.490, 1.938, 1.100], [-0.415, -0.785, -1.287], [-0.104, -0.453, -0.614], [0.007, 0.765, -0.433], [-0.018, -0.631, 0.675], [-0.178, 2.060, -2.544], [0.570, -0.781, 2.356], [-0.229, 0.941, -0.241], [0.369, -2.086, 1.240], [0.410, 0.676, 0.727], [0.286, -1.230, -0.517], [-0.200, -0.023, -0.182], [0.202, 0.029, 0.101], [-0.220, -0.444, -0.279], [0.252, 0.224, 0.505], [-0.731, 0.509, -0.948], [1.613, 0.173, -0.951], [-0.260, -0.069, 0.291], [-0.463, 0.561, 0.797], [-0.383, -2.115, -1.443], [-0.460, 1.253, 1.858], [0.272, -0.299, -1.336], [0.395, 1.455, 0.703], [0.234, 0.566, -1.128], [-0.135, -1.161, 0.488], [-0.297, -0.400, 0.224], [0.012, -0.016, 0.262], [-0.098, 0.021, 0.981], [0.190, 0.372, 0.365], [-0.548, -0.556, -1.556], [0.370, 0.659, 1.633], [0.424, -0.511, -0.858], [-1.931, 0.460, -1.891], [0.818, 0.311, 0.963], [-0.714, 0.272, 0.342], [0.698, -0.751, -0.718], [-0.249, 0.313, 0.033], [0.546, 0.124, 1.928], [0.144, -0.285, -0.249], [0.395, -0.098, 0.913], [-0.023, -0.380, -0.189], [-0.281, 0.096, -0.646], [1.182, -0.294, 0.713], [1.297, 0.013, 0.621], [-1.270, 0.510, 0.818], [1.681, -0.089, -0.095], [-2.397, 0.007, -0.542], [-0.326, -0.101, -0.033], [0.976, -0.707, -0.492], [-0.949, 0.538, -0.588], [1.965, -0.162, 1.557], [-1.674, 0.535, -1.942], [-0.515, 0.235, -0.106], [0.574, -0.064, -0.153], [-0.483, -0.273, -0.056], [0.140, -0.230, 0.312], [0.534, 0.626, -0.360], [-0.330, 0.404, 0.812], [-1.225, 1.158, -0.166], [0.708, -1.797, -0.381], [0.346, 1.042, -0.003], [-0.811, -0.502, 0.414], [0.068, -1.123, 0.182], [0.180, 0.745, 0.130], [-0.073, 0.029, -0.340], [0.361, -0.293, -0.264], [0.205, -0.528, -0.056], [0.104, 0.040, -0.198], [-0.296, 0.488, -1.093], [-0.670, 0.005, 1.271], [-2.218, 1.223, -0.678], [1.176, -1.510, -0.194], [1.657, 1.312, 0.264], [1.155, -0.383, -0.100], [-0.497, -1.689, 0.212], [0.067, 1.184, 0.277], [-0.133, -0.159, 0.193], [0.295, 0.101, -0.275], [-0.277, 0.011, 0.440], [-0.242, -0.553, -0.262], [-0.805, 1.118, 1.457], [1.036, -2.620, -1.819], [0.638, 1.142, -1.221], [-0.490, -0.325, 0.519], [0.783, -0.051, 1.180], [-3.193, -0.810, -0.453], [1.196, -0.210, -0.203], [0.097, 0.218, 0.278], [-0.686, -0.164, 0.008], [-0.196, 0.373, 0.168], [0.673, 0.286, -0.193], [1.084, 0.727, 0.354]]}


Entry 3:
{"formula": "C13H8OS2", "method": "ωB97M-V/def2-TZVPD", "spin_multiplicity": 1, "orbital_gap_ev": 6.96, "e_lumo_ev": -0.88, "energy_ev": -37321.104, "relative_energy_kcal_mol": 91.0, "mol_weight_g_mol": 244.3, "elements": ["C", "C", "C", "C", "C", "C", "O", "S", "S", "C", "C", "C", "C", "C", "C", "C", "H", "H", "H", "H", "H", "H", "H", "H"], "xyz": [[0.55595, 0.61666, -2.31449], [1.06604, 1.25681, -3.46758], [0.11713, 0.17573, -1.24384], [-1.99575, -1.50261, 4.07913], [-2.27215, -1.71962, 5.24048], [1.45444, 1.82872, -4.44541], [3.44221, 2.56285, -5.64905], [-1.59119, -1.65508, -0.15749], [-2.78459, -1.19218, 1.48510], [-0.35848, -0.41630, -0.03656], [-1.59159, -1.10403, 2.76995], [0.14403, -0.04277, 1.16657], [-0.31576, -0.58703, 2.49546], [-2.52426, -1.90305, 6.66344], [3.03745, 1.54351, -6.52383], [2.05765, 2.42648, -5.65890], [0.95802, 0.64722, 1.11355], [0.42742, -0.52803, 3.27469], [-3.55322, -1.63291, 6.88961], [-2.42786, -2.96876, 6.92736], [-1.81325, -1.34523, 7.24797], [3.15576, 1.74609, -7.57787], [3.32060, 0.54466, -6.16855], [1.49141, 3.24887, -6.10975]], "forces_ev_per_angstrom": [[-0.478, -0.139, 1.444], [-1.020, -1.025, 1.831], [1.107, 0.733, -2.667], [-0.015, 0.084, 0.934], [0.418, 0.329, -1.135], [0.880, 0.501, -1.485], [1.069, 0.847, 0.314], [-0.550, -0.440, 0.326], [-0.070, 0.106, -0.550], [0.314, 0.822, 0.586], [2.784, 0.772, -0.578], [-1.346, -1.332, 0.660], [-1.476, -0.266, -1.095], [-0.398, -1.052, -0.404], [-1.325, 0.599, 1.395], [0.036, -1.835, -0.368], [0.327, 0.439, 0.411], [-0.144, -0.066, 0.302], [0.032, 0.244, 0.191], [0.062, 0.319, -0.060], [0.112, 0.324, 0.285], [-0.111, 0.114, -0.124], [-0.471, 0.309, -0.193], [0.263, -0.388, -0.023]]}